51
Properties=species:S:1:pos:R:3:mulliken_charge:R:1 method="wB97M-V/def2-TZVPD" lumo_ev="-12.3 / -12.2" homo_lumo_gap_ev="3.63 / 3.65" charge=+2
Sn -2.949 -0.414 -2.604 1.05
C -4.933 0.319 -3.413 -0.83
H -5.106 1.329 -3.036 0.36
H -4.801 0.303 -4.518 0.39
H -5.775 -0.347 -3.147 0.35
H -0.709 -1.991 -2.059 0.29
H -1.365 -2.246 -2.249 -0.37
C -2.221 -2.810 0.682 -1.38
C -1.458 -1.570 1.164 1.25
C -2.414 -0.609 1.868 -1.17
C -0.255 -1.945 2.034 -1.23
O -0.972 -0.948 -0.059 -0.15
Si -0.186 0.483 -0.297 0.29
S -1.333 1.337 -1.829 -0.23
O -0.154 1.286 1.158 -0.09
C 0.814 2.024 1.978 1.59
C 0.868 3.462 1.478 -1.64
C 0.294 1.966 3.412 -1.61
C 2.192 1.384 1.942 -1.48
O 1.409 0.190 -0.609 0.10
C 2.222 -0.253 -1.723 1.50
C 2.431 0.909 -2.686 -1.52
C 3.562 -0.722 -1.160 -1.58
C 1.577 -1.431 -2.436 -1.46
H -2.618 -3.368 1.547 0.45
H -1.550 -3.470 0.109 0.33
H -3.051 -2.509 0.030 0.19
H -2.872 -1.099 2.736 0.49
H -1.893 0.291 2.222 0.15
H -3.199 -0.307 1.178 0.26
H 0.438 -2.581 1.463 0.29
H 0.277 -1.044 2.373 0.04
H -0.571 -2.505 2.921 0.53
H -0.124 3.922 1.533 0.35
H 1.556 4.052 2.095 0.43
H 1.221 3.496 0.442 0.34
H 0.239 0.926 3.766 0.31
H 0.971 2.513 4.084 0.47
H -0.703 2.420 3.488 0.37
H 2.157 0.341 2.273 0.33
H 2.640 1.436 0.947 0.22
H 2.855 1.925 2.635 0.56
H 2.972 1.715 -2.185 0.35
H 3.037 0.575 -3.545 0.45
H 1.476 1.284 -3.058 0.31
H 3.424 -1.580 -0.481 0.38
H 4.236 -1.043 -1.973 0.46
H 4.059 0.087 -0.597 0.37
H 1.439 -2.273 -1.745 0.36
H 0.628 -1.122 -2.895 0.21
H 2.221 -1.792 -3.256 0.55